# 1
The following is a DFT calculation (ωB97M-V/def2-TZVPD) of a structure of composition C2HO4Sr.

Geometry as XYZ:
```
8
C2HO4Sr (ωB97M-V/def2-TZVPD)
O -2.66148 0.69894 -0.91177
C -1.53387 0.50563 -0.72144
O -0.62585 1.03367 -0.07954
C 0.99402 -0.92657 -0.01527
O 0.72852 -1.30190 1.14311
O 1.95055 -0.09871 -0.11829
Sr 1.20380 1.29986 1.51755
H -0.05570 -1.21091 -0.81434
```

Calculated values
**HOMO energy**: -13.9 eV
**Total charge**: +1
**Energy**: -11108.7161 eV
**Energy relative to the best compared isomer or geometry (same formula, charge and spin)**: 0.0 kcal per mole
**LUMO**: -5.914 eV


# 2
The following is a DFT calculation (ωB97M-V/def2-TZVPD) of an isolated molecule of C6H8OS.

Geometry as XYZ:
```
16
C6H8OS (ωB97M-V/def2-TZVPD)
C 2.25254 -1.14280 -0.08301
C 1.05534 -0.20391 -0.04227
C 0.51049 0.51583 0.99185
C -0.70458 1.15703 0.47078
C -1.83326 0.36309 -0.24134
C -0.64607 0.84196 -0.99885
H 3.10494 -0.67443 -0.54624
H 2.02747 -2.07911 -0.62079
H 2.57152 -1.39931 0.93522
H 0.84327 0.64557 1.98123
H -0.98865 2.15608 0.90146
H -2.71461 0.96713 -0.40351
H -3.16468 -1.19174 0.58648
H -0.67782 1.57622 -1.76267
O 0.32820 -0.12824 -1.20251
S -1.96410 -1.40339 0.03416
```

Calculated values
**HOMO energy**: -8.0 eV
**Total charge**: 0
**Energy**: -19232.4108 eV
**Energy relative to the best compared isomer or geometry (same formula, charge and spin)**: 42.7 kcal per mole
**LUMO**: 0.826 eV
**SMILES string**: CC1=C[C@@H]2[C@H](S)[C@@H]2O1


# 3
The following is a DFT calculation (ωB97M-V/def2-TZVPD) of a structure of composition C6H16N2.

Geometry as XYZ:
```
24
C6H16N2 (ωB97M-V/def2-TZVPD)
N -2.55050 -1.03297 0.11899
C -1.13062 -1.38768 0.28430
C -0.99602 -2.44834 1.38830
C -0.17647 -0.19452 0.47532
N -0.35702 0.69333 -0.90627
C 1.17090 2.15602 0.18387
C 0.80990 1.52367 -1.13875
C 1.92391 0.65311 -1.63486
H -2.55407 -0.27991 -0.47438
H -3.12595 -0.88247 0.97902
H -0.94715 -1.94870 -0.56112
H -0.01312 -2.41837 1.73288
H -1.20428 -3.45168 1.02063
H -1.51660 -2.13463 2.26638
H -0.29140 0.20898 1.49935
H 0.77636 -0.54718 0.50321
H -0.97027 0.77152 0.13442
H 1.65817 1.46899 0.85981
H 1.70577 3.09112 0.10695
H 0.25084 2.44460 0.59929
H 0.56743 2.26035 -1.92435
H 2.12841 0.72455 -2.80236
H 2.88739 1.07958 -1.31950
H 1.95440 -0.34939 -1.39115
```

Calculated values
**HOMO energy**: -8.9 eV
**Total charge**: 0
**Energy**: -9457.1490 eV
**Energy relative to the best compared isomer or geometry (same formula, charge and spin)**: 113.6 kcal per mole
**LUMO**: 0.900 eV


# 4
The following is a DFT calculation (ωB97M-V/def2-TZVPD) of a cluster of 2 separate species, C3H9OS in total.

Geometry as XYZ:
```
14
C3H9OS (ωB97M-V/def2-TZVPD)
C -0.47382 0.34286 3.15650
S -0.35653 -0.58002 1.66003
H 0.60937 0.65537 3.30601
H -0.78352 -0.35198 3.94977
H -1.16969 1.21461 3.05394
C 0.31657 -0.22690 -1.95380
O 0.21542 0.86620 -1.02455
C 0.65001 0.15137 -3.44190
H -0.67900 -1.01095 -1.93565
H 1.18164 -1.00330 -1.59883
H -0.25964 0.42838 -0.18706
H -0.14505 0.82919 -3.75304
H 0.62131 -0.74038 -4.18430
H 1.64910 0.72577 -3.57977
```

Calculated values
**HOMO energy**: -2.4 eV
**Total charge**: -1
**Energy**: -16139.1936 eV
**Energy relative to the best compared isomer or geometry (same formula, charge and spin)**: 43.0 kcal per mole
**LUMO**: 3.914 eV


# 5
The following is a DFT calculation (ωB97M-V/def2-TZVPD) of a structure of composition C20H17ClNO3PtS.

Geometry as XYZ:
```
44
C20H17ClNO3PtS (ωB97M-V/def2-TZVPD)
Pt 0.74394 0.71705 0.02882
C -4.16210 0.41044 -0.40438
C -2.71604 0.79698 -0.36132
O -2.49438 2.09789 -0.74494
C -1.45101 -1.64556 0.27843
C -2.55094 -2.42759 -0.03277
C -2.42559 -3.78018 -0.33680
C -1.14935 -4.34858 -0.29119
C -0.04643 -3.60002 0.05509
C -0.13430 -2.21103 0.38255
O 0.87392 -1.53606 0.75611
H -4.74137 1.27857 -0.71984
H -4.50503 0.09057 0.58737
H -4.37325 -0.40461 -1.10148
H -3.53678 -1.98467 -0.04203
H -3.29684 -4.36908 -0.59650
H -1.02058 -5.40152 -0.52836
H 0.94525 -4.03728 0.08837
O 0.04516 2.85203 -0.57970
N -0.84713 3.35256 0.28881
C -0.43011 4.20724 1.30932
C -1.34165 4.79454 2.13924
C -2.72303 4.54758 2.02299
C -3.11057 3.58518 1.02876
C -2.16197 3.02190 0.22751
S -1.53325 0.09379 0.72648
H 0.64087 4.31260 1.37081
H -0.95887 5.44866 2.91572
H -3.44260 4.98970 2.69671
H -4.13273 3.25381 0.89986
Cl 5.72790 -4.14837 -1.29762
C 4.85469 -2.62682 -1.07636
C 4.85096 -2.00744 0.16187
C 4.17379 -0.81133 0.32429
C 3.47902 -0.18616 -0.72782
C 2.75575 1.07182 -0.54354
C 3.50479 -0.86188 -1.96234
C 4.17634 -2.05973 -2.14160
H 5.36368 -2.46623 0.99877
H 4.14208 -0.34997 1.30506
H 2.70139 1.65706 -1.46565
H 3.19001 1.67751 0.25740
H 2.95095 -0.43636 -2.79208
H 4.16539 -2.55704 -3.10403
```

Calculated values
**HOMO energy (spin up / spin down)**: 1.3 / -1.0 eV
**Total charge**: -2
**Energy**: -55247.3150 eV
**Energy relative to the best compared isomer or geometry (same formula, charge and spin)**: 56.2 kcal per mole
**2S+1**: 4
**<S²>**: 3.7766
**LUMO (spin up / spin down)**: 4.530 / 4.526 eV


# 6
The following is a DFT calculation (ωB97M-V/def2-TZVPD) of a structure of composition C30H39LiNO5S.

Geometry as XYZ:
```
77
C30H39LiNO5S (ωB97M-V/def2-TZVPD)
C 3.42606 -2.87228 -0.96561
C 3.59666 -2.32035 -2.37938
C 3.91391 -0.81914 -2.37447
C 2.69842 0.10982 -2.34819
C 2.97567 1.38062 -1.53585
C 1.72935 2.14181 -1.16711
C 1.15442 3.10025 -2.01107
C 1.76736 3.39361 -3.35615
O 2.25211 4.72917 -3.36698
O 2.27871 5.20514 -4.71051
C -0.00504 3.78703 -1.63491
C -0.70322 4.75221 -2.55586
C -1.49999 4.06960 -3.68976
C -2.94543 3.74352 -3.32708
S -3.15751 2.30284 -2.24117
C -0.56890 3.53518 -0.38225
O -1.74428 4.14548 -0.02011
C -0.03479 2.56288 0.45357
C 1.10596 1.85455 0.05595
C 1.57040 0.76575 0.98497
O 2.73414 0.46056 1.16100
C 0.47279 0.05582 1.68510
C 0.53288 -1.30294 1.94840
C -0.52556 -1.96532 2.55892
C -0.41023 -3.46671 2.64494
C -0.59912 -4.15469 1.29956
C -1.62327 -3.64077 0.32714
N 0.10317 -5.15355 0.95042
C -1.63677 -1.23989 3.00103
C -2.78980 -1.85732 3.75750
C -3.67683 -2.73697 2.86797
C -2.32194 -2.51662 5.08726
C -2.84568 -3.91592 5.39559
C -1.67783 0.13394 2.75379
C -0.65160 0.77759 2.08135
C -0.68211 2.23025 1.76309
O -1.15234 3.06674 2.49454
H 3.28021 -3.94905 -0.97749
H 2.59202 -2.40378 -0.44351
H 4.32261 -2.67526 -0.36764
H 4.42382 -2.86279 -2.84354
H 2.69281 -2.48983 -2.96000
H 4.46197 -0.60378 -1.43764
H 4.56622 -0.55463 -3.22137
H 1.84287 -0.43460 -1.95005
H 2.47980 0.40932 -3.37384
H 3.50002 1.11515 -0.62487
H 3.65090 2.02477 -2.10518
H 2.58948 2.71385 -3.57454
H 1.03065 3.25963 -4.15022
H 1.37646 5.53764 -4.83284
H 0.01976 5.45106 -2.96907
H -1.42228 5.31510 -1.96769
H -1.51424 4.72015 -4.56732
H -1.03026 3.13394 -3.99856
H -3.52224 3.56263 -4.23141
H -3.42516 4.57198 -2.80863
H -3.19855 1.37665 -3.20391
H -1.55750 4.92423 0.51699
H 1.40031 -1.87289 1.63809
H 0.61528 -3.70584 2.93115
H -1.06039 -3.89111 3.40735
H -1.87738 -2.59514 0.49420
H -2.53960 -4.22505 0.43405
H -1.25525 -3.78051 -0.68502
H 0.74291 -5.43186 1.69480
H -3.42202 -1.01910 4.05078
H -3.93350 -2.20653 1.95235
H -4.61363 -2.93622 3.38818
H -3.22387 -3.69955 2.63332
H -1.23133 -2.52880 5.13222
H -2.62915 -1.86581 5.90662
H -3.92803 -3.91909 5.51794
H -2.39632 -4.28968 6.31399
H -2.60772 -4.63745 4.61249
H -2.52238 0.71936 3.09337
Li 6.26292 -0.59903 -1.62919
```

Calculated values
**HOMO energy**: -10.7 eV
**Total charge**: +1
**Energy**: -54502.0587 eV
**LUMO**: -4.706 eV